[1]
Below is the ion C3H9N2O with charge +1, with properties calculated with ωB97M-V with the def2-TZVPD basis set.

HOMO energy = -0.532 Eh
Kohn-Sham gap = 0.396 hartree
Total charge = +1

CARTESIAN COORDINATES (ANGSTROEM)
1 C 0.3361 0.1690 -0.2030
2 C -1.1329 0.3330 -0.0556
3 C -1.9386 -0.9050 0.0035
4 N 0.9937 1.5849 0.0578
5 N 1.1078 -0.8799 0.2805
6 O -1.5218 1.4440 0.1221
7 H 0.3486 -0.0129 -1.2616
8 H -2.8723 -0.6054 -0.3228
9 H -1.9125 -1.1350 1.0140
10 H -1.4685 -1.6708 -0.5915
11 H 1.2187 1.8526 1.0348
12 H 1.7978 1.5009 -0.5482
13 H 1.0123 -1.3593 1.1735
14 H 0.4283 2.3668 -0.2217
15 H 1.7023 -1.4002 -0.3201



[2]
Below is a structure of composition C19H42HoNO2P3, with properties calculated with ωB97M-V with the def2-TZVPD basis set.

Spin multiplicity = 5
HOMO energy (spin up / spin down) = -0.581 / -0.587 Eh
Kohn-Sham gap (spin up / spin down) = 0.150 / 0.168 hartree
Total charge = +3

CARTESIAN COORDINATES (ANGSTROEM)
1 Ho -2.0146 1.0177 -0.1014
2 P -2.3640 -1.6819 0.5767
3 P 0.5850 -0.7407 2.3147
4 P 2.4585 -1.8132 -1.7968
5 H -2.2302 3.6319 -0.7110
6 C -2.3843 2.7807 -1.3981
7 C -3.5980 2.0489 -1.3043
8 H -4.3937 2.3921 -0.6336
9 C -3.8668 -1.2739 1.5664
10 C -1.6027 -3.0082 1.5685
11 C -2.9979 -2.6021 -0.8625
12 C 1.9045 0.5231 2.2949
13 C -0.4290 -0.1444 3.7335
14 C 1.4804 -2.0972 3.1845
15 C 1.1981 -2.1549 -3.0175
16 C 2.2761 -2.8908 -0.3700
17 C 4.1103 -1.7713 -2.4895
18 H -1.8690 2.8742 -2.3600
19 H -3.9485 1.4270 -2.1365
20 H -4.4703 -0.4966 1.0686
21 H -3.5701 -0.8976 2.5586
22 H -4.4742 -2.1806 1.6877
23 H -1.3107 -2.6503 2.5681
24 H -0.6974 -3.3837 1.0691
25 H -2.2996 -3.8514 1.7009
26 H -3.4435 -1.9123 -1.5941
27 H -3.7509 -3.3416 -0.5525
28 H -2.1591 -3.1159 -1.3579
29 H 2.3558 0.6135 3.2932
30 H 1.5202 1.5044 1.9780
31 H 2.6732 0.1994 1.5771
32 H 0.2346 0.0755 4.5797
33 H -1.1453 -0.9253 4.0233
34 H -0.9949 0.7588 3.4640
35 H 2.5611 -2.0254 3.0058
36 H 1.1338 -3.0665 2.8019
37 H 1.2912 -2.0685 4.2663
38 H 1.3182 -3.1798 -3.3907
39 H 1.2715 -1.4626 -3.8622
40 H 0.1979 -2.0540 -2.5828
41 H 2.3941 -3.9389 -0.6718
42 H 1.2899 -2.7577 0.0972
43 H 3.0404 -2.6505 0.3774
44 H 4.1126 -2.2162 -3.4934
45 H 4.8110 -2.3141 -1.8390
46 H 4.4255 -0.7253 -2.5640
47 C 0.5835 1.3211 -2.0560
48 C 1.7819 2.0680 -1.8984
49 C 2.5088 2.3775 -3.0383
50 C 1.9635 2.1505 -4.3095
51 C 0.6697 1.6500 -4.4577
52 C -0.0518 1.2906 -3.3266
53 O 0.1724 0.5588 -1.0265
54 H 2.2551 -0.4973 -1.3093
55 H 2.1510 2.2723 -0.8929
56 H 3.4968 2.8350 -2.9476
57 H 2.5430 2.3989 -5.1934
58 H 0.2062 1.5450 -5.4359
59 H -1.0944 0.9761 -3.3988
60 C -1.1877 3.6134 3.4926
61 C -0.8569 3.0129 2.1916
62 N 0.2847 3.3641 1.5848
63 O -1.6303 2.1483 1.6264
64 H -0.4558 3.3040 4.2617
65 H -2.1860 3.2914 3.7988
66 H -1.1466 4.7147 3.4293
67 H 0.4831 3.0953 0.6185
68 H 0.8806 4.0552 2.0207



[3]
Below is a structure of composition HN4O3, with properties calculated with ωB97M-V with the def2-TZVPD basis set.

HOMO energy = -0.147 Eh
Kohn-Sham gap = 0.309 hartree
Total charge = -1

CARTESIAN COORDINATES (ANGSTROEM)
1 N 0.8137 -2.7668 0.9057
2 N -1.2749 -0.8294 -1.0410
3 N -1.0381 -1.8085 -1.5669
4 N 1.4876 -2.1779 0.2519
5 O 0.1989 -0.1813 -0.1504
6 O -2.1304 -0.0092 -0.8183
7 O 2.3445 -1.7429 -0.3842
8 H -0.1194 0.6379 0.2342



[4]
Below is an isolated molecule of C5H8P2, with properties calculated with ωB97M-V with the def2-TZVPD basis set.

HOMO energy = -0.292 Eh
Kohn-Sham gap = 0.273 hartree

CARTESIAN COORDINATES (ANGSTROEM)
1 C -1.2148 1.9237 -2.7899
2 C -1.5266 2.4465 -1.6193
3 C -0.1745 2.4180 -1.9295
4 C 1.6362 -0.9716 2.0910
5 C 1.3017 -0.8928 0.6123
6 P 0.9065 1.0016 -1.3432
7 P -0.0195 0.2092 0.4296
8 H -1.4121 1.6361 -3.8054
9 H -2.2058 2.7606 -0.7837
10 H 0.3991 3.1930 -2.1814
11 H 0.7073 -1.2348 2.6364
12 H 2.1175 -1.9119 2.3593
13 H 2.2896 -0.0741 2.5274
14 H 1.0043 -1.9016 0.3294
15 H 2.1046 -0.7035 -0.0451



Sequential energy output: -304.185605; -2925.529713; -445.211414; -877.829282 Eh
Sequential ΔE to the lowest compared entry with this formula, charge and spin output: 170.0; 216.6; 0.0; 349.3 kJ/mol
Sequential max |F| output: 0.0498; 0.1732; 0.0534; 0.1085 hartree/bohr